i | Density functional theory data (ωB97M-V/def2-TZVPD) for an isolated molecule of C2H7N3S.

Last column: Löwdin charge in e.
Atoms and positions in Å:
C  1.005  -0.500  -0.794  -0.267
C  0.681  0.884  -0.779  -0.111
N  0.237  -0.708  1.607  -0.480
N  0.459  -1.358  0.477  -0.135
N  -2.114  0.474  0.690  -0.283
S  -0.645  0.587  1.634  0.907
H  0.567  -1.064  -1.616  0.095
H  2.078  -0.671  -0.715  0.097
H  1.321  1.603  -0.307  0.027
H  -0.158  1.260  -1.336  0.031
H  1.130  -2.106  0.648  0.097
H  -1.951  0.247  -0.282  0.009
H  -2.609  1.353  0.773  0.014

Lowest unoccupied orbital energy (alpha / beta) ... -0.00197 / -0.00472 Ha
Highest occupied orbital energy (alpha / beta) ... -7.707 / -7.458 eV

---

ii | Density functional theory data (ωB97M-V/def2-TZVPD) for an isolated molecule of C2H7N3S.

Last column: Löwdin charge in e.
Atoms and positions in Å:
H  1.582  1.732  0.166  0.000
N  0.572  1.842  0.212  0.146
C  0.317  0.690  -0.143  -0.548
C  -1.070  0.145  -0.516  -0.229
N  -1.593  -0.999  0.360  -0.038
N  1.298  -0.380  -0.584  -0.394
S  3.089  -0.352  -0.027  0.586
H  -1.879  1.011  -0.536  0.139
H  -1.036  -0.272  -1.542  0.108
H  -2.421  -1.214  -0.068  -0.009
H  -2.099  -0.547  1.306  0.149
H  0.729  -1.259  -0.022  0.131
H  2.511  -0.398  1.395  -0.042

Lowest unoccupied orbital energy ... 0.00821 Ha
Highest occupied orbital energy ... -9.803 eV
SMILES ... [H]/N=C(/CN)NS

---

Going by the computed energies, the most stable comes first: ii, i.